Record 1
137
Properties=species:S:1:pos:R:3:forces:R:3 method="wB97M-V/def2-TZVPD" homo_ev=-3.714 charge=-1
C 2.95423 1.27248 -4.35048 0.5070 0.4083 -0.6193
C 2.53451 1.59990 -3.12672 -0.1066 -0.3940 0.8680
C 2.50494 0.59612 -2.04171 0.8560 0.8148 0.5171
Al 0.71952 -0.44619 -2.01182 0.3826 -0.6957 -0.7525
C 0.86045 -2.14729 -0.91104 0.0996 0.6316 0.5800
C 0.92447 -1.92759 0.63499 -0.7517 -0.7584 -0.3502
C -0.42267 -2.25637 1.31868 0.3313 0.9722 -0.4068
C -1.48030 -1.11922 1.18949 0.0019 -1.1673 0.1109
C -2.84601 -1.71457 0.78076 -0.3466 1.4006 0.1595
C -3.74919 -0.80906 -0.10122 -0.0882 -0.5289 0.6402
O -3.49790 0.57108 0.04899 0.2675 -0.1280 -0.2413
C -3.41117 1.25062 -1.18403 -0.3857 0.1666 0.1315
C 0.33825 -0.94678 -3.97493 -0.0004 0.5640 0.7541
C -0.47657 0.21039 -4.61440 0.7367 -0.8694 -0.5519
C -1.71616 -0.24583 -5.38116 -0.6936 0.7189 0.9495
C -2.56338 -1.23430 -4.53295 0.4032 0.3648 -1.8671
N -2.41961 -2.59187 -5.10734 0.2766 0.4927 1.6895
C -2.32697 -3.64750 -4.22486 -0.9117 0.2287 0.0652
C -2.81016 -3.56045 -2.79725 0.5637 0.6663 -0.0586
O -1.87655 -4.69127 -4.61197 0.8766 -1.6912 -0.5586
H 2.47792 1.62682 -5.25589 0.6941 0.7531 0.0274
H 3.80104 0.60014 -4.41610 -0.5926 -1.0101 -0.3442
H 2.19796 2.60933 -2.91885 -1.0740 -0.4018 -0.2015
H 3.32028 -0.11212 -2.23594 -0.1700 -0.3796 0.1118
H 2.68348 1.05821 -1.05894 -0.0188 -0.0889 0.0781
H -0.48442 0.52061 -1.53028 -0.1030 0.1433 0.1671
H 1.75329 -2.72111 -1.17583 0.0469 0.0505 -0.3239
H 0.01373 -2.80349 -1.14893 -0.0376 -0.0569 -0.0091
H 1.22576 -0.90853 0.87371 0.1194 0.1101 0.2183
H 1.65383 -2.60948 1.06424 0.2994 0.1124 0.1204
H -0.28458 -2.47468 2.37788 0.0809 -0.0873 0.1003
H -0.78859 -3.15826 0.83116 -0.1124 -0.2033 0.0999
H -1.58048 -0.68396 2.18136 -0.1043 0.2694 -0.0064
H -1.15289 -0.32603 0.52796 0.0449 -0.0752 -0.3468
H -3.40639 -1.88606 1.69875 0.0014 -0.4157 0.0932
H -2.73548 -2.65265 0.24644 0.0829 -0.2172 0.0297
H -3.66055 -1.14132 -1.13526 0.0978 0.3052 -0.2510
H -4.78473 -0.98173 0.21378 -0.1513 -0.1142 -0.2289
H -2.93376 2.20119 -0.97972 0.1489 0.1423 -0.0940
H -2.82972 0.69894 -1.91613 0.2906 -0.0386 -0.0358
H -4.40462 1.44548 -1.61414 -0.0755 -0.0384 0.0720
H 1.31682 -1.04605 -4.44909 -0.0182 -0.0710 -0.1853
H -0.15717 -1.92160 -4.03158 -0.0069 0.0248 -0.0667
H 0.18000 0.73107 -5.30821 0.0160 0.2622 -0.0474
H -0.75716 0.93632 -3.85048 -0.2678 0.1199 0.0064
H -1.50554 -0.62561 -6.37998 0.1388 -0.2553 0.0028
H -2.34495 0.63971 -5.51861 -0.0061 0.0576 -0.2881
H -3.60578 -0.94069 -4.63615 -0.1648 -0.0785 0.4689
H -2.18074 -1.14450 -3.52255 -0.3087 -0.2002 0.2530
H -1.60462 -2.65856 -5.70170 -0.1523 0.0651 -0.4104
H -2.50922 -4.47524 -2.31142 -0.2238 -0.3592 0.0254
H -3.87375 -3.36927 -2.69602 -0.1183 0.0836 -0.0373
H -2.24314 -2.76935 -2.30542 -0.1838 0.1888 0.1621
C -1.18459 -4.95835 -7.86534 0.0673 -0.0503 0.0075
C -1.97234 -6.09347 -8.50702 0.1073 0.1447 0.1962
C -1.98415 -6.03500 -10.03959 -0.1742 0.1224 0.2109
C -2.60636 -4.79194 -10.51814 0.5577 -1.0737 0.2392
N -3.09449 -3.83110 -10.88917 -0.4747 0.8827 -0.3472
H -1.62316 -3.98561 -8.09591 0.0016 -0.0169 -0.0625
H -1.18476 -5.06610 -6.78172 -0.0079 0.0326 -0.0014
H -0.14708 -4.95781 -8.20989 -0.0162 0.0231 -0.0318
H -2.99800 -6.07205 -8.13302 -0.0150 -0.0544 -0.0591
H -1.53819 -7.04683 -8.19832 -0.0525 -0.0456 -0.0910
H -2.54538 -6.87704 -10.44670 0.0079 0.0233 -0.0892
H -0.96689 -6.08692 -10.43010 0.0065 0.0376 -0.0313
C 5.59167 2.24609 -7.73707 0.0587 -0.0136 -0.0602
C 4.77595 2.96429 -8.80712 0.2542 -0.0662 0.0820
C 3.38308 3.36874 -8.31622 0.0872 -0.2277 -0.0994
C 2.61386 2.18480 -7.91836 0.4547 1.1308 -0.2460
N 2.02675 1.26833 -7.58331 -0.5985 -0.9793 0.0431
H 5.11812 1.31165 -7.43412 -0.0590 0.0536 0.0496
H 6.58526 2.00157 -8.11624 0.0032 0.0259 0.0110
H 5.71128 2.87001 -6.84966 -0.0286 -0.0399 0.0225
H 4.68260 2.31764 -9.68246 -0.0707 0.0516 -0.0230
H 5.31154 3.86139 -9.12709 -0.0895 0.0354 -0.0259
H 2.83786 3.89011 -9.10349 -0.0572 0.0134 0.0319
H 3.45960 4.03807 -7.45799 -0.0442 -0.0395 0.0529
C -1.78925 4.96332 -1.00596 -0.0213 -0.0019 0.0300
C -0.37749 5.33015 -0.56592 -0.2224 -0.0473 0.1281
C 0.46662 5.90598 -1.70687 -0.0687 -0.3235 0.0939
C 0.60070 4.92369 -2.79046 0.0217 0.9942 0.7679
N 0.71814 4.15574 -3.62394 -0.1006 -0.4760 -0.9343
H -1.77747 4.18428 -1.76873 0.0437 0.0166 -0.0282
H -2.36549 4.58372 -0.16175 -0.0043 0.0119 -0.0094
H -2.31300 5.83319 -1.41080 -0.0047 -0.0081 -0.0079
H 0.11270 4.44362 -0.15933 0.0609 0.0267 -0.0403
H -0.43074 6.06605 0.24028 0.0921 0.0337 -0.0327
H 1.46294 6.16646 -1.34844 0.0323 0.0078 -0.0672
H 0.00476 6.80997 -2.10728 -0.0003 0.0006 -0.0378
C 2.02835 -5.04046 5.23669 -0.0142 -0.0320 0.0735
C 1.72118 -3.83555 6.12121 0.1314 -0.2720 -0.0668
C 1.02097 -2.70442 5.36133 0.5511 -0.4160 0.0430
C 1.87116 -2.21828 4.26636 -0.8828 -0.2436 0.8042
N 2.53438 -1.85424 3.41280 0.7785 0.3735 -0.5607
H 2.71559 -4.77797 4.43099 -0.0553 0.0421 -0.0273
H 2.49827 -5.83372 5.82128 -0.0278 -0.0116 -0.0109
H 1.11710 -5.44425 4.78988 0.0259 0.0000 -0.0335
H 2.64783 -3.46437 6.55705 -0.0473 0.0980 0.0348
H 1.08071 -4.15197 6.94881 -0.0485 0.0937 -0.0151
H 0.80926 -1.87576 6.02925 0.0060 0.0708 -0.0204
H 0.07926 -3.05180 4.94476 -0.0353 0.0593 -0.0864
C 6.73512 0.31027 6.07883 0.0085 0.0112 -0.0277
C 5.72243 0.76294 5.03251 0.2753 -0.0796 0.0250
C 4.35449 1.09976 5.63272 0.1300 -0.2234 -0.0955
C 3.77618 -0.07731 6.29110 0.2323 1.0638 -0.5698
N 3.31232 -1.00017 6.77186 -0.3231 -0.7830 0.6542
H 6.41473 -0.60807 6.57322 -0.0438 0.0265 0.0175
H 7.69999 0.10950 5.61240 0.0029 0.0237 0.0150
H 6.88171 1.07767 6.84282 0.0091 -0.0207 0.0129
H 5.60692 -0.01995 4.28133 -0.1093 0.0535 -0.0258
H 6.10713 1.64586 4.51862 -0.1068 0.0213 -0.0220
H 3.66994 1.42855 4.85064 -0.0786 -0.0497 0.0307
H 4.44250 1.90319 6.36600 -0.0191 -0.0111 0.0362
C -3.87865 -0.24836 7.44747 -0.0012 -0.0182 0.0778
C -2.47569 0.21129 7.83011 -0.2317 -0.0648 0.0851
C -1.67188 0.73110 6.63612 -0.0796 -0.5903 -0.0433
C -1.51020 -0.32920 5.62953 -0.0822 1.0255 0.6948
N -1.37901 -1.15303 4.85254 -0.1791 -0.6407 -0.6824
H -3.84805 -1.08521 6.74847 0.0228 0.0461 -0.0485
H -4.42595 -0.58124 8.33091 -0.0167 0.0260 -0.0120
H -4.44410 0.56319 6.98471 -0.0004 -0.0186 -0.0189
H -1.94233 -0.61949 8.29823 0.0668 0.0499 -0.0088
H -2.54861 1.00701 8.57506 0.1079 0.0442 -0.0481
H -0.68724 1.06105 6.95811 0.0343 0.0661 -0.1018
H -2.17357 1.57809 6.17691 0.0465 0.0356 -0.0634
C -3.84535 4.40504 10.11043 0.0149 -0.0153 0.0397
C -2.44390 4.86685 10.49527 -0.2475 -0.0709 0.0859
C -1.63900 5.38833 9.30029 -0.0478 -0.2772 0.1098
C -1.47250 4.33458 8.29086 -0.0187 1.0243 0.6829
N -1.34456 3.51730 7.50685 0.1102 -0.5503 -0.5583
H -3.81276 3.56816 9.41093 0.0198 0.0394 -0.0381
H -4.39154 4.07074 10.99261 -0.0135 0.0259 -0.0090
H -4.41277 5.21519 9.64824 -0.0089 -0.0203 -0.0109
H -1.90885 4.03778 10.96267 0.0777 0.0520 -0.0166
H -2.51911 5.66053 11.24097 0.0945 0.0307 -0.0355
H -0.65165 5.71903 9.62244 0.0310 0.0143 -0.0761
H -2.14463 6.23714 8.83832 0.0054 -0.0067 -0.0495

Record 2
54
Properties=species:S:1:pos:R:3:forces:R:3 method="wB97M-V/def2-TZVPD" homo_ev=-10.166 de_lowest_ev=2.528 smiles=CCCCCCO.O.O.O.O.O.O.O.O.O.O.O charge=0
C 2.77689 -0.78196 1.14934 -2.5483 -1.5491 0.0173
O 1.80766 -1.88661 0.99859 -0.1274 0.3208 0.7173
C 2.16620 0.63321 0.91817 1.0514 -2.4623 0.1386
C 1.62933 0.77305 -0.48873 1.5578 -0.3413 -0.1909
C 1.66663 2.20661 -1.00679 -0.7331 -1.9333 -3.6681
C 1.58075 1.96472 -2.63789 -0.8313 -0.1160 0.5424
C 2.86267 1.36913 -3.32613 -0.9845 -0.5083 2.8267
H 3.00495 -0.96474 2.23929 0.8812 0.6814 -1.3391
H 3.49359 -1.01746 0.35166 0.6880 0.5469 0.8440
H 1.58778 -2.20080 0.10543 0.3263 0.6465 -0.3249
H 3.07399 1.13854 1.23007 -0.0419 1.3621 -0.6171
H 1.40473 0.86583 1.62376 -0.5488 0.1324 0.9756
H 0.77033 0.09868 -0.70109 -0.1406 1.2956 0.5243
H 2.31379 0.22838 -1.15235 0.4721 0.1081 0.2148
H 2.59566 2.69149 -0.79559 0.7538 0.1266 0.2714
H 0.87754 2.84567 -0.69941 -0.9279 0.4488 0.3539
H 0.74377 1.18134 -2.82903 0.9638 1.7146 0.4599
H 1.36029 2.89924 -3.18794 -0.3479 -0.4137 0.5306
H 3.11614 2.01749 -4.13350 0.6163 -0.0965 -0.6713
H 3.64501 1.27281 -2.53162 -0.1387 0.3047 -0.9768
H 2.57824 0.34156 -3.56860 0.5892 0.1959 -0.6871
H -1.47217 -0.50958 1.93414 0.2339 -0.0225 -0.1619
H -0.15280 -0.40909 1.15337 -0.5108 -0.0367 0.0819
O -1.06891 -0.06756 1.17280 0.0999 0.0298 0.1330
H -1.15462 2.47393 2.99472 -0.4851 0.7371 -0.4136
H -0.08446 3.40020 2.65579 -0.1696 0.5393 -0.2753
O -1.05128 3.35891 2.56684 0.9356 -1.5360 1.2231
H -4.19274 -0.72802 1.49165 -0.1926 1.0212 -0.5685
H -3.66600 -2.09741 1.74476 -0.0996 -0.2208 0.0815
O -4.33490 -1.47774 2.05269 0.2979 -0.6933 0.3970
H -1.63434 3.62199 1.05257 -0.2201 0.4023 -0.4991
H -2.23442 4.86386 0.28564 0.3242 -1.3111 -0.0543
O -1.99694 3.91016 0.17906 -0.3646 0.9626 0.1395
H 1.91924 -2.91002 -2.08955 -0.2609 -0.1361 -0.2622
H 0.74449 -1.90832 -2.29399 -0.5629 0.0083 -0.4705
O 1.30482 -2.32166 -1.64644 0.8950 0.1501 0.7750
H 1.07989 -2.01845 2.64123 0.9949 -0.6711 -1.0751
H 0.04034 -2.28254 3.75109 -0.0446 -0.3770 0.4426
O 0.25330 -1.73694 3.00151 -1.4186 0.5581 0.6852
H -2.24095 -0.71793 -1.71015 -0.1954 -0.0889 -0.4477
H -1.34253 -0.27200 -0.65468 0.5809 -0.1030 -0.2164
O -1.29406 -0.60789 -1.57462 -0.5967 0.1041 0.4102
H -0.01065 -1.07375 -4.54413 0.0647 -0.4012 -0.5067
H -1.15237 -1.17220 -3.63498 0.2555 -1.0879 -0.8012
O -0.71759 -1.71055 -4.35612 -0.1665 1.5205 1.4115
H -0.86404 -4.56349 -1.50933 -0.5172 0.2698 -0.2074
H -0.61455 -4.28107 -3.06242 -0.5696 0.2077 0.1787
O -0.24294 -4.58027 -2.23260 0.9882 -0.6530 -0.1361
H -3.46175 2.30906 0.12823 0.1963 0.6242 -0.1262
H -2.80634 1.00697 0.50156 0.2156 0.1081 -0.0177
O -3.61505 1.36395 0.12076 -0.1726 -0.7868 0.1553
H 0.42905 -0.13912 3.68495 -0.0650 0.2199 1.1591
H 0.29364 0.14576 5.29589 0.4065 0.8717 -2.6207
O 0.45476 0.56974 4.37855 -0.4060 -0.6728 1.6454

Record 3
14
Properties=species:S:1:pos:R:3:forces:R:3 method="wB97M-V/def2-TZVPD" homo_ev=-9.045 de_lowest_ev=4.532 smiles="C=C(/C=N/N)CCl" charge=0
C 0.51037 0.04952 -0.46828 1.7335 2.0040 -0.1642
C -0.78054 0.56221 -0.08445 -2.1941 1.9777 -0.2209
C -1.02762 1.91827 -0.28682 -0.2027 0.9070 3.3742
C -1.59829 -0.49847 0.62367 1.4358 1.4554 1.4819
H 3.15586 -0.82486 -0.60301 -1.3850 0.9849 0.8399
H 2.57308 -2.16701 -0.22555 -0.6311 -0.0589 1.2347
H 0.99722 0.82007 -0.97167 1.5173 1.2760 -1.5120
H -1.98810 2.46247 0.24012 2.2307 -1.8222 -1.6543
H -0.15407 2.74185 -0.32388 -1.8693 -2.3487 -0.8088
H -2.55353 -0.26461 1.12987 1.2038 0.6226 0.2778
H -0.70824 -0.92562 1.19166 -1.7666 0.4296 0.5589
N 2.46527 -1.20214 0.12064 1.7704 -0.4234 -2.6996
N 1.13767 -0.89324 0.03526 -0.9649 -2.5795 1.6028
Cl -2.02907 -1.77845 -0.37756 -0.8778 -2.4244 -2.3104

Record 4
9
Properties=species:S:1:pos:R:3:forces:R:3 method="wB97M-V/def2-TZVPD" homo_ev=-10.697 de_lowest_ev=1.188 smiles="O=C(O)CO" charge=0
C -0.47315 -0.34860 0.31172 -3.8737 0.1951 -2.6211
C 0.63867 0.43771 -0.29027 -1.0335 -0.1587 1.9046
H 0.85663 -0.91317 1.42302 0.4517 -0.1539 0.4584
H -1.13669 -0.88345 -0.59506 1.6340 1.0630 2.4012
H -1.22071 0.59929 0.64390 1.6310 -2.6133 -0.0067
H -0.54489 0.70838 -1.70082 -0.7676 -0.3627 -0.3135
O -0.01071 -1.27874 1.20581 -0.6142 0.4591 0.2397
O 0.28755 1.04209 -1.39539 1.6573 1.3662 -1.0942
O 1.60330 0.63649 0.39710 0.9152 0.2052 -0.9684

Repeat the fourth record exactly.
9
Properties=species:S:1:pos:R:3:forces:R:3 method="wB97M-V/def2-TZVPD" homo_ev=-10.697 de_lowest_ev=1.188 smiles="O=C(O)CO" charge=0
C -0.47315 -0.34860 0.31172 -3.8737 0.1951 -2.6211
C 0.63867 0.43771 -0.29027 -1.0335 -0.1587 1.9046
H 0.85663 -0.91317 1.42302 0.4517 -0.1539 0.4584
H -1.13669 -0.88345 -0.59506 1.6340 1.0630 2.4012
H -1.22071 0.59929 0.64390 1.6310 -2.6133 -0.0067
H -0.54489 0.70838 -1.70082 -0.7676 -0.3627 -0.3135
O -0.01071 -1.27874 1.20581 -0.6142 0.4591 0.2397
O 0.28755 1.04209 -1.39539 1.6573 1.3662 -1.0942
O 1.60330 0.63649 0.39710 0.9152 0.2052 -0.9684